The following is a DFT calculation (wB97M-V/def2-TZVPD) of a molecular structure, C3H9BrNaO4S.

Summary:
* gap between HOMO and LUMO: 0.1863 hartree
* total energy: -3555.233497 hartree
* F_max: 0.0365 hartree/bohr

Structure (ORCA input):
```
! wB97M-V def2-TZVPD RIJCOSX def2/J DEFGRID3
* xyz -1 1
Na 1.363 -3.102 -1.406
Br 2.089 -5.770 -0.582
O 2.750 -2.782 -3.426
H 2.245 -1.978 -3.264
O 0.855 -1.474 0.212
S 0.384 -0.359 0.939
O 1.226 0.335 1.844
O -0.146 0.683 -0.130
C -0.578 1.940 0.367
C -0.978 2.801 -0.832
C -1.082 -0.830 1.812
H 0.252 2.450 0.862
H -1.383 1.897 1.107
H -1.136 3.826 -0.507
H -1.759 2.316 -1.411
H -0.102 2.845 -1.487
H -1.851 -1.036 1.072
H -1.345 -0.025 2.488
H -0.805 -1.738 2.340
*
```

Atomic partial charges in e from the Löwdin method, atoms 1 to 6: number 1, Na, carries 0.277; number 2, Br, carries -0.564; number 3, O, carries -0.577; number 4, H, carries -0.218; number 5, O, carries -0.263; number 6, S, carries 0.574

The following is a DFT calculation (wB97M-V/def2-TZVPD) of a gas-phase ion, C32H45N2O4S2 (charge +1).

Summary:
* gap between HOMO and LUMO: 0.2391 hartree
* energy relative to the best compared isomer or geometry (same formula, charge and spin): 446.04 kJ/mol
* total energy: -2452.729687 hartree
* F_max: 0.0840 hartree/bohr

Structure (ORCA input):
```
! wB97M-V def2-TZVPD RIJCOSX def2/J DEFGRID3
* xyz 1 1
C 0.498 0.802 5.244
C 1.175 1.525 4.009
C 0.337 2.709 3.391
O -1.089 2.528 3.440
C -1.618 2.115 2.159
C -1.444 0.539 2.102
C -2.240 0.050 3.369
N -2.624 -1.153 3.064
C -2.165 -1.671 1.726
C -0.760 -2.328 2.127
C -0.434 -3.682 1.385
C 1.163 -3.851 1.454
S 1.981 -3.768 -0.179
C 2.783 -2.122 -0.341
S 2.449 -0.914 0.752
N 3.664 -1.992 -1.478
C 2.862 -2.233 -2.678
C 3.519 -2.953 -3.784
C 2.808 -3.292 -5.027
C 1.400 -2.917 -5.208
C 0.762 -2.165 -4.106
C 1.469 -1.823 -2.868
C 4.357 -0.714 -1.510
C 4.091 0.350 -2.486
C 4.842 1.623 -2.501
C 5.904 1.840 -1.532
C 6.212 0.798 -0.529
C 5.445 -0.432 -0.543
C -2.119 -0.272 0.917
C -3.620 0.122 0.654
C -3.837 1.439 -0.182
O -4.544 2.484 0.533
C -4.213 3.687 -0.158
O -4.911 4.046 -1.066
C -2.956 4.557 0.168
C -1.720 4.307 -0.804
C -1.174 -0.647 -0.301
O -1.523 -0.035 -1.547
C -2.437 -0.817 -2.315
C -2.573 -0.222 -3.783
H -0.389 1.330 5.673
H 1.277 0.736 6.059
H 0.270 -0.275 4.985
H 1.470 0.744 3.245
H 2.155 1.952 4.370
H 0.566 3.633 4.000
H 0.730 2.927 2.359
H -2.725 2.325 2.234
H -1.129 2.640 1.301
H -0.335 0.406 2.053
H -2.478 0.610 4.309
H -3.193 -1.768 3.661
H -2.825 -2.441 1.250
H 0.114 -1.648 1.976
H -0.798 -2.565 3.230
H -0.864 -4.597 1.866
H -0.712 -3.707 0.301
H 1.380 -4.870 1.890
H 1.627 -3.119 2.176
H 4.586 -3.284 -3.704
H 3.312 -3.837 -5.864
H 0.824 -3.174 -6.133
H -0.309 -1.897 -4.271
H 0.924 -1.252 -2.072
H 3.291 0.231 -3.257
H 4.615 2.438 -3.236
H 6.521 2.770 -1.513
H 7.027 0.926 0.227
H 5.674 -1.224 0.216
H -4.228 0.241 1.600
H -4.091 -0.762 0.129
H -4.377 1.261 -1.159
H -2.818 1.846 -0.457
H -2.638 4.420 1.233
H -3.216 5.647 0.062
H -0.751 4.154 -0.241
H -1.533 5.210 -1.451
H -1.851 3.436 -1.495
H -0.137 -0.300 -0.044
H -1.122 -1.762 -0.493
H -2.160 -1.916 -2.366
H -3.495 -0.811 -1.906
H -3.197 -0.930 -4.392
H -3.141 0.746 -3.693
H -1.571 -0.007 -4.227
*
```

Atomic partial charges in e from the Löwdin method, atoms 1 to 6: number 1, C, carries -0.102; number 2, C, carries -0.208; number 3, C, carries -0.200; number 4, O, carries -0.171; number 5, C, carries -0.144; number 6, C, carries -0.128

The following is a DFT calculation (wB97M-V/def2-TZVPD) of a molecular structure, CH3Br2P.

Summary:
* gap between HOMO and LUMO: 0.3313 hartree
* energy relative to the best compared isomer or geometry (same formula, charge and spin): 353.51 kJ/mol
* total energy: -5529.194987 hartree
* F_max: 0.0658 hartree/bohr

Structure (ORCA input):
```
! wB97M-V def2-TZVPD RIJCOSX def2/J DEFGRID3
* xyz 0 1
C -0.076 0.684 0.457
P 0.012 -0.931 -1.248
Br -1.933 1.245 0.163
Br 1.286 1.999 0.179
H -0.034 0.256 1.566
H -0.496 -1.683 -0.275
H 1.241 -1.571 -0.842
*
```

Atomic partial charges in e from the Löwdin method, atoms 1 to 6: number 1, C, carries -1.344; number 2, P, carries 0.713; number 3, Br, carries 0.454; number 4, Br, carries 0.510; number 5, H, carries 0.028; number 6, H, carries -0.217

The following is a DFT calculation (wB97M-V/def2-TZVPD) of 2 unconnected molecules or ions with the total composition C21H23BCl3O6.

Summary:
* gap between HOMO and LUMO: 0.1377 hartree
* total energy: -2671.080443 hartree
* F_max: 0.0523 hartree/bohr

Structure (ORCA input):
```
! wB97M-V def2-TZVPD RIJCOSX def2/J DEFGRID3
* xyz -1 1
Cl 4.212 -2.749 3.387
B 3.281 -1.164 3.293
Cl 3.593 -0.058 4.756
Cl 3.718 -0.201 1.719
O 1.827 -1.525 3.228
C 0.893 -0.668 3.086
C -0.486 -1.031 3.059
C -1.385 0.051 2.966
C -2.752 -0.166 2.950
C -3.259 -1.476 3.035
C -2.369 -2.559 3.130
C -0.992 -2.365 3.151
H 1.144 0.397 3.031
H -0.963 1.060 2.925
H -3.431 0.689 2.881
H -4.344 -1.639 3.029
H -2.786 -3.569 3.193
H -0.301 -3.201 3.242
C 0.862 -3.568 -3.729
C 0.009 -2.951 -2.655
O 0.588 -1.666 -2.325
C -0.128 -1.002 -1.396
C 0.392 0.311 -0.965
C 1.805 0.707 -1.078
O 2.239 1.800 -0.710
O 2.619 -0.181 -1.665
C 3.986 0.293 -1.833
C 4.553 -0.587 -2.907
C -0.544 1.292 -0.553
C -0.181 2.431 0.232
C -1.054 3.467 0.459
C -2.363 3.442 -0.098
O -3.123 4.567 0.002
C -4.321 4.678 -0.808
C -2.791 2.268 -0.764
C -1.902 1.232 -0.980
O -1.169 -1.478 -0.938
H 0.408 -4.506 -4.056
H 0.945 -2.914 -4.602
H 1.873 -3.797 -3.374
H -1.018 -2.805 -3.016
H -0.005 -3.562 -1.742
H 3.989 1.349 -2.134
H 4.485 0.178 -0.860
H 5.493 -0.181 -3.281
H 4.734 -1.595 -2.520
H 3.843 -0.659 -3.737
H 0.835 2.503 0.605
H -0.735 4.339 1.030
H -4.696 5.675 -0.566
H -4.095 4.613 -1.882
H -5.070 3.920 -0.538
H -3.808 2.199 -1.153
H -2.253 0.359 -1.523
*
```

Atomic partial charges in e from the Löwdin method, atoms 1 to 6: number 1, Cl, carries 0.499; number 2, B, carries -1.849; number 3, Cl, carries 0.482; number 4, Cl, carries 0.548; number 5, O, carries -0.039; number 6, C, carries -0.030